No. 1
DFT (ωB97M-V/def2-TZVPD) results for a cluster of 11 separate species, C45H69NO35S in total at a distorted geometry.

The geometry in ORCA input format:
```
! RIJCOSX wB97M-V def2-TZVPD def2/J DEFGRID3
* xyz 0 1
C 4.3164 0.2126 3.7955
C 3.1799 -0.5453 4.4254
O 2.8546 -0.3069 5.5651
N 2.4689 -1.5998 3.7251
C 3.3074 -2.3422 2.7703
C 1.2117 -1.1682 3.1794
C 0.1369 -0.9681 4.2682
O 0.0278 0.4307 4.5398
S 0.5797 1.3091 3.3450
O -0.4146 2.0548 2.6584
O 1.7077 2.0924 3.7132
O 1.1882 0.0759 2.4779
H 5.2007 0.0254 4.4170
H 4.5353 -0.0597 2.7678
H 4.1085 1.2772 3.8675
H 3.7892 -1.7287 2.0067
H 2.6809 -3.0849 2.2822
H 4.0713 -2.9043 3.3004
H 0.8416 -2.0109 2.5966
H -0.8023 -1.4403 3.9689
H 0.3956 -1.4508 5.2067
C 1.9317 -6.5378 5.8238
C 2.3134 -6.7825 4.3853
C 3.4969 -7.7026 4.1935
O 4.0633 -7.2201 2.9639
C 3.7227 -5.9163 2.8449
O 4.1838 -5.1641 2.0430
O 2.7928 -5.5743 3.7604
H 2.7092 -5.9703 6.3358
H 1.0138 -5.9539 5.8831
H 1.7736 -7.4814 6.3460
H 1.4485 -7.1317 3.8155
H 3.2126 -8.7470 4.0945
H 4.2459 -7.6069 4.9823
C -0.0879 1.7670 -1.9089
C -1.2563 0.9616 -1.4032
C -1.1363 0.5221 0.0344
O -1.8932 -0.7025 0.0455
C -1.8645 -1.2114 -1.2090
O -2.2352 -2.3049 -1.5018
O -1.3582 -0.3111 -2.0794
H 0.8126 1.1539 -1.9673
H -0.2854 2.1426 -2.9119
H 0.1029 2.6176 -1.2608
H -2.1909 1.5031 -1.5719
H -1.5603 1.2386 0.7302
H -0.1091 0.3016 0.3286
C 7.0652 0.5833 9.6575
C 6.3838 -0.0464 8.4678
C 6.6804 -1.5166 8.2743
O 6.5657 -1.6664 6.8536
C 6.8326 -0.4631 6.2944
O 6.9934 -0.2839 5.1278
O 6.8777 0.5056 7.2329
H 8.1448 0.6177 9.5083
H 6.7256 1.6094 9.7946
H 6.8468 0.0240 10.5674
H 5.3065 0.1336 8.5053
H 5.9702 -2.1644 8.7821
H 7.6955 -1.7880 8.5744
C -2.5380 6.5392 -0.3328
C -1.1046 6.1319 -0.1039
C -0.0905 7.2329 -0.3124
O 1.0723 6.5056 -0.7382
C 0.6469 5.3573 -1.3140
O 1.3314 4.6101 -1.9361
O -0.6741 5.1660 -1.0844
H -2.7132 6.7658 -1.3837
H -3.2102 5.7234 -0.0641
H -2.7990 7.4084 0.2628
H -0.9892 5.6783 0.8846
H 0.1237 7.7904 0.5958
H -0.3778 7.9289 -1.1039
C 8.2523 -7.2171 -0.1792
C 7.6427 -7.8806 1.0298
C 7.3915 -6.9571 2.1967
O 7.5078 -7.8443 3.3169
C 8.3204 -8.8678 2.9494
O 8.7696 -9.6737 3.6950
O 8.5420 -8.8413 1.6104
H 9.2753 -6.8947 0.0154
H 8.2946 -7.9179 -1.0136
H 7.6561 -6.3569 -0.4775
H 6.7258 -8.4081 0.7487
H 6.4033 -6.5059 2.1686
H 8.1451 -6.1715 2.2923
C -1.2396 -2.8072 -4.2363
C -1.9286 -3.4737 -5.3996
C -1.5742 -4.9270 -5.5772
O -1.7332 -5.1134 -6.9950
C -1.5396 -3.9097 -7.5854
O -1.4220 -3.7442 -8.7580
O -1.5035 -2.9170 -6.6625
H -0.1677 -2.7259 -4.4204
H -1.6189 -1.7985 -4.0995
H -1.4008 -3.3614 -3.3204
H -3.0111 -3.3376 -5.3245
H -2.2406 -5.5900 -5.0298
H -0.5423 -5.1490 -5.3029
C -6.5889 6.8738 -4.1208
C -6.6377 7.6947 -2.8562
C -6.7013 9.1869 -3.0750
O -6.0491 9.6979 -1.8998
C -5.1967 8.7431 -1.4605
O -4.3684 8.9067 -0.6217
O -5.4120 7.5722 -2.1040
H -5.6481 7.0366 -4.6477
H -6.6506 5.8102 -3.8928
H -7.4180 7.1331 -4.7790
H -7.4581 7.3568 -2.2173
H -7.7205 9.5569 -3.1377
H -6.1440 9.5154 -3.9549
C -5.0815 -2.2999 -7.4588
C -5.6214 -0.8986 -7.5872
C -4.5741 0.1859 -7.4757
O -5.3240 1.2794 -6.9291
C -6.3674 0.7585 -6.2374
O -7.0728 1.3800 -5.5115
O -6.4916 -0.5682 -6.4883
H -4.7190 -2.4812 -6.4470
H -5.8633 -3.0345 -7.6517
H -4.2678 -2.4695 -8.1656
H -6.1969 -0.7945 -8.5109
H -4.1440 0.4626 -8.4349
H -3.7701 -0.0717 -6.7820
C 5.4411 -6.4317 -2.2700
C 4.1270 -5.7389 -2.0165
C 3.0238 -6.6469 -1.5259
O 1.8509 -5.9967 -2.0232
C 2.2094 -5.2849 -3.1211
O 1.4397 -4.7764 -3.8680
O 3.5576 -5.2301 -3.2365
H 5.3722 -7.1139 -3.1180
H 6.2152 -5.7026 -2.5100
H 5.7508 -6.9868 -1.3861
H 4.2685 -4.8957 -1.3351
H 2.9866 -6.7182 -0.4409
H 3.0792 -7.6515 -1.9534
C -9.5488 12.1015 1.1342
C -10.1803 11.3891 -0.0362
C -9.7011 9.9706 -0.2429
O -9.8402 9.8001 -1.6616
C -9.7466 11.0348 -2.2260
O -9.6258 11.2307 -3.3912
O -9.8016 12.0001 -1.2819
H -8.4882 12.2749 0.9501
H -10.0138 13.0750 1.2866
H -9.6633 11.5184 2.0483
H -11.2704 11.4272 0.0369
H -10.3063 9.2382 0.2862
H -8.6504 9.8327 0.0249
*
```

## Properties
- HOMO: -10.04 eV
- Structure (SMILES): CC(=O)N(C)[C@H]1COS(=O)(=O)O1.C[C@@H]1COC(=O)O1.C[C@@H]1COC(=O)O1.C[C@@H]1COC(=O)O1.C[C@@H]1COC(=O)O1.C[C@@H]1COC(=O)O1.C[C@@H]1COC(=O)O1.C[C@@H]1COC(=O)O1.C[C@@H]1COC(=O)O1.C[C@@H]1COC(=O)O1.C[C@@H]1COC(=O)O1
- Orbital gap: 0.368 hartree

Atomic partial charges in e from the Mulliken method, atoms 1 to 8: C -0.674; C 0.676; O -0.632; N 0.254; C -1.398; C 0.051; C -0.558; O -0.307

No. 2
DFT (ωB97M-V/def2-TZVPD) results for an isolated molecule of C3H5Br3Si at a distorted geometry.

The geometry in ORCA input format:
```
! RIJCOSX wB97M-V def2-TZVPD def2/J DEFGRID3
* xyz 0 3
C -0.7601 -0.0290 0.3653
C 0.1036 0.2724 -0.5834
C -2.2410 -0.0783 0.1741
Si 2.2844 0.0128 -0.1705
Br 2.5157 -0.1279 2.0345
Br 3.1510 -1.7947 -1.1145
Br 3.3713 1.8132 -0.8938
H -0.4247 -0.2689 1.3660
H -0.1559 0.5106 -1.5998
H -2.7306 0.6410 0.8275
H -2.5954 -1.0728 0.4514
H -2.5184 0.1217 -0.8568
*
```

## Properties
- HOMO (alpha / beta): -5.50 / -10.13 eV
- ΔE to the lowest compared entry with this formula, charge and spin: 0.4047 eV
- ⟨S²⟩: 2.007
- Orbital gap (alpha / beta): 0.206 / 0.273 hartree

Atomic partial charges in e from the Mulliken method, atoms 1 to 8: C -0.165; C -0.377; C -1.084; Si 0.677; Br -0.223; Br -0.215; Br -0.212; H 0.270

| no. | total energy (eV) |
| --- | --- |
| 1 | -131774.2572 |
| 2 | -221195.4102 |